Record 1
Entry from the OMol25 dataset: 2 unconnected molecules or ions with the total composition C12H12 in a non-equilibrium geometry (wB97M-V/def2-TZVPD).

CARTESIAN COORDINATES (ANGSTROEM)
1 C -1.381 -1.330 -0.863
2 C -1.014 -0.127 -1.460
3 C -1.229 1.168 -0.956
4 C -2.004 1.346 0.173
5 C -2.487 0.122 0.772
6 C -2.163 -1.157 0.300
7 H -1.199 -2.311 -1.318
8 H -0.264 -0.320 -2.228
9 H -0.823 2.040 -1.456
10 H -2.277 2.339 0.484
11 H -3.212 0.092 1.597
12 H -2.578 -2.023 0.783
13 C 2.111 -1.248 -0.189
14 C 2.470 -0.046 -0.800
15 C 2.121 1.185 -0.314
16 C 1.242 1.234 0.815
17 C 0.974 0.030 1.480
18 C 1.343 -1.179 0.960
19 H 2.301 -2.187 -0.590
20 H 3.153 -0.030 -1.669
21 H 2.594 2.128 -0.692
22 H 1.011 2.238 1.170
23 H 0.290 0.075 2.411
24 H 1.021 -2.038 1.591

The relative energy (zero: lowest compared OMol25 entry of this formula, charge and spin) is 32.16 kcal/mol. The SMILES is c1ccccc1.c1ccccc1. The value obtained for the total energy is -12637.534 eV. Its molar mass is 156.2 g mol⁻¹.



Record 2
Entry from the OMol25 dataset: a molecular structure, C12H12AuCl2N3O2S2 in a non-equilibrium geometry (wB97M-V/def2-TZVPD).

CARTESIAN COORDINATES (ANGSTROEM)
1 Au 1.466 1.756 1.450
2 O -1.846 -2.145 -1.312
3 C -2.445 -2.139 -0.113
4 C -3.577 -2.920 0.121
5 C -4.199 -2.912 1.349
6 C -3.706 -2.117 2.392
7 C -2.611 -1.323 2.177
8 C -1.953 -1.306 0.933
9 C -0.836 -0.389 0.807
10 O -0.590 0.481 1.648
11 N 0.005 -0.581 -0.298
12 N 1.049 0.093 -0.427
13 C 1.809 0.146 -1.508
14 S 1.368 -0.591 -3.004
15 C 2.994 -0.312 -3.775
16 C 3.544 0.990 -3.243
17 S 3.313 0.989 -1.434
18 H -2.304 -2.742 -1.915
19 H -3.966 -3.536 -0.682
20 H -5.078 -3.522 1.508
21 H -4.189 -2.130 3.358
22 H -2.227 -0.699 2.972
23 H 2.846 -0.271 -4.853
24 H 3.626 -1.163 -3.523
25 H 3.007 1.857 -3.627
26 H 4.608 1.099 -3.446
27 Cl 0.678 4.357 2.387
28 C -0.298 4.528 0.924
29 Cl 0.080 3.163 -0.163
30 H -0.041 5.451 0.418
31 H -1.349 4.482 1.182
32 N 3.636 0.436 3.256
33 C 2.918 0.964 2.534
34 H 4.268 0.006 3.909

The net charge is +2. The relative energy (zero: lowest compared OMol25 entry of this formula, charge and spin) is 0.00 kcal/mol. The value obtained for the total energy is -71592.708 eV. Its molar mass is 562.3 g mol⁻¹.



Record 3
Entry from the OMol25 dataset: a molecular structure, C12H12BCl3N8O3PdS2Si in a non-equilibrium geometry (wB97M-V/def2-TZVPD).

CARTESIAN COORDINATES (ANGSTROEM)
1 Pd -0.008 -1.945 -1.776
2 C 3.366 -0.458 0.477
3 C 2.779 -1.429 -0.338
4 N 1.484 -1.178 -0.454
5 N 1.184 -0.099 0.280
6 C 2.329 0.365 0.840
7 B -0.153 0.690 0.129
8 N -0.075 1.333 -1.270
9 C -0.238 2.570 -1.776
10 C -0.181 2.489 -3.148
11 C 0.011 1.128 -3.408
12 N 0.087 0.434 -2.279
13 N -1.513 -0.034 0.133
14 C -2.676 0.392 0.685
15 C -3.693 -0.393 0.204
16 C -3.059 -1.287 -0.672
17 N -1.759 -1.041 -0.711
18 N -0.145 1.533 1.433
19 C 0.314 2.749 1.764
20 C 0.478 2.834 3.134
21 C 0.103 1.595 3.634
22 N -0.265 0.836 2.603
23 H 4.399 -0.378 0.767
24 H 3.221 -2.280 -0.829
25 H 2.349 1.233 1.479
26 H -0.414 3.424 -1.142
27 H -0.274 3.291 -3.860
28 H 0.112 0.632 -4.360
29 H -2.710 1.202 1.396
30 H -4.740 -0.329 0.441
31 H -3.480 -2.084 -1.262
32 H 0.515 3.486 1.004
33 H 0.808 3.686 3.701
34 H 0.044 1.216 4.641
35 Cl 1.795 -3.482 -4.914
36 Si 0.184 -3.002 -3.820
37 Cl -1.301 -4.304 -4.268
38 Cl 0.937 -4.084 -1.588
39 O 1.492 -1.413 3.011
40 S 0.184 -1.913 2.746
41 O -0.588 -2.599 3.713
42 O -0.804 -0.379 2.657
43 S -0.098 -3.006 1.004

The net charge is +1. The relative energy (zero: lowest compared OMol25 entry of this formula, charge and spin) is 99.19 kcal/mol. The value obtained for the total energy is -101967.801 eV. The spin multiplicity is 2. Its molar mass is 632.1 g mol⁻¹.



Record 4
Entry from the OMol25 dataset: a single C12H12BrClN2O molecule (wB97M-V/def2-TZVPD).

CARTESIAN COORDINATES (ANGSTROEM)
1 Cl -5.198 -0.980 0.443
2 C -3.522 -0.830 0.056
3 C -2.803 -1.939 -0.356
4 C -1.458 -1.822 -0.665
5 C -0.813 -0.593 -0.571
6 O 0.478 -0.332 -0.875
7 C 1.393 -1.387 -1.086
8 C 1.801 -2.055 0.229
9 C 2.465 -1.044 1.176
10 N 3.713 -0.569 0.648
11 C 4.906 -1.239 0.659
12 C 5.787 -0.449 -0.021
13 N 5.163 0.678 -0.450
14 C 3.930 0.578 -0.040
15 C -1.563 0.507 -0.140
16 Br -0.663 2.165 0.025
17 C -2.903 0.407 0.169
18 H -3.291 -2.897 -0.437
19 H -0.922 -2.700 -0.988
20 H 2.261 -0.906 -1.545
21 H 0.992 -2.124 -1.791
22 H 2.494 -2.869 0.009
23 H 0.921 -2.471 0.724
24 H 2.642 -1.515 2.148
25 H 1.804 -0.185 1.315
26 H 5.023 -2.185 1.146
27 H 6.825 -0.618 -0.225
28 H 3.164 1.310 -0.206
29 H -3.455 1.274 0.496

The relative energy (zero: lowest compared OMol25 entry of this formula, charge and spin) is 0.00 kcal/mol. The SMILES is Clc1ccc(OCCCn2ccnc2)c(Br)c1. The value obtained for the total energy is -100231.205 eV. Its molar mass is 315.6 g mol⁻¹.



Record 5
Entry from the OMol25 dataset: a single C12H12ClNO2 molecule in a non-equilibrium geometry (wB97M-V/def2-TZVPD).

CARTESIAN COORDINATES (ANGSTROEM)
1 C -2.747 -1.113 -0.099
2 C -2.119 0.204 -0.092
3 C -2.754 1.373 0.014
4 O -1.953 2.484 0.212
5 C -0.726 1.956 0.357
6 C 0.547 2.663 0.529
7 O 0.616 4.005 0.483
8 C 1.759 1.921 0.644
9 C 1.675 0.582 0.492
10 C 0.479 -0.077 0.241
11 C -0.742 0.601 0.153
12 C 0.707 -1.541 -0.052
13 C 0.522 -1.887 -1.538
14 Cl 0.188 -3.698 -1.719
15 C 2.188 -1.655 0.536
16 N 2.719 -0.326 0.340
17 H -2.245 -1.783 0.593
18 H -2.727 -1.422 -1.158
19 H -3.793 -1.070 0.277
20 H -3.863 1.514 0.161
21 H -0.229 4.418 0.347
22 H 2.698 2.388 0.760
23 H 0.108 -2.293 0.437
24 H 1.396 -1.458 -2.151
25 H -0.454 -1.520 -1.766
26 H 2.263 -1.980 1.549
27 H 2.800 -2.263 -0.153
28 H 3.687 -0.021 0.603

The relative energy (zero: lowest compared OMol25 entry of this formula, charge and spin) is 20.88 kcal/mol. The SMILES is Cc1coc2c(O)cc3c(c12)[C@@H](CCl)CN3. The value obtained for the total energy is -30745.048 eV. Its molar mass is 237.7 g mol⁻¹.



Record 6
Entry from the OMol25 dataset: a single C12H12N2S molecule in a non-equilibrium geometry (wB97M-V/def2-TZVPD).

CARTESIAN COORDINATES (ANGSTROEM)
1 C -3.694 1.425 1.034
2 C -3.242 0.464 -0.115
3 C -1.764 -0.352 0.108
4 C -2.075 -1.680 0.420
5 N -2.345 -2.779 0.488
6 C -1.039 0.250 1.183
7 N -0.481 0.824 2.014
8 S -1.010 0.057 -1.450
9 C 0.383 -1.104 -1.371
10 C 1.684 -0.587 -0.797
11 C 2.464 0.322 -1.579
12 C 3.541 0.964 -1.002
13 C 3.921 0.620 0.283
14 C 3.254 -0.356 1.028
15 C 2.119 -0.960 0.460
16 H -2.810 1.965 1.564
17 H -4.125 0.861 1.835
18 H -4.527 2.084 0.613
19 H -4.009 -0.386 -0.272
20 H -3.159 1.032 -1.102
21 H 0.520 -1.408 -2.404
22 H 0.164 -2.092 -0.766
23 H 2.109 0.619 -2.507
24 H 4.199 1.652 -1.503
25 H 4.795 1.120 0.885
26 H 3.590 -0.767 1.940
27 H 1.537 -1.788 1.013

The relative energy (zero: lowest compared OMol25 entry of this formula, charge and spin) is 55.49 kcal/mol. The SMILES is CCC(C#N)(C#N)SCc1ccccc1. The value obtained for the total energy is -26451.685 eV. Its molar mass is 216.3 g mol⁻¹.



Record 7
Entry from the OMol25 dataset: a molecular structure, C12H12N4PtS in a non-equilibrium geometry (wB97M-V/def2-TZVPD).

CARTESIAN COORDINATES (ANGSTROEM)
1 Pt -0.271 0.943 -0.146
2 C -2.927 0.490 -0.155
3 C -2.781 -0.428 1.001
4 C -1.983 0.159 1.889
5 C -1.757 1.558 1.437
6 C -2.355 1.710 0.133
7 H -3.469 0.277 -1.071
8 H -3.203 -1.414 1.093
9 H -1.611 -0.301 2.791
10 H -1.355 2.346 2.060
11 H -2.483 2.640 -0.395
12 N 2.559 4.158 -0.393
13 C 1.873 3.026 -0.349
14 S 0.099 3.142 -0.480
15 N 2.506 1.896 -0.231
16 N 1.712 0.817 -0.250
17 C 2.225 -0.366 -0.206
18 C 1.332 -1.506 -0.281
19 C 1.843 -2.782 -0.404
20 C 0.970 -3.845 -0.629
21 C -0.377 -3.570 -0.752
22 C -0.816 -2.258 -0.598
23 N -0.002 -1.244 -0.338
24 H 2.104 5.055 -0.431
25 H 3.568 4.133 -0.391
26 H 3.304 -0.463 -0.164
27 H 2.911 -2.939 -0.344
28 H 1.345 -4.854 -0.730
29 H -1.098 -4.348 -0.963
30 H -1.865 -2.032 -0.705

The net charge is +2. The value obtained for the total energy is -32662.990 eV. Its molar mass is 439.4 g mol⁻¹.